Entry 1:
A 21-piece molecular cluster, C51H93N11O42 overall at a distorted geometry, computed with ωB97M-V/def2-TZVPD.

Values from the calculation:
Calculated total energy = -5760.5335 a.u.
HOMO-LUMO gap = 9.7 eV
HOMO energy = -9.75 eV
Multiplicity = 1

Positions of all 197 atoms, in Å:
O -1.8326 -1.9251 -2.5236
C -2.6885 -2.1079 -1.6685
O -2.5197 -1.7352 -0.3841
C -3.6093 -2.1179 0.5052
C -4.7541 -2.5809 -0.4201
C -4.0173 -2.8735 -1.7468
H -3.7826 -1.2233 1.1226
H -3.2045 -2.9474 1.0755
H -5.5114 -1.8698 -0.5509
H -5.2389 -3.4725 -0.0219
H -4.6554 -2.5668 -2.6178
H -3.7479 -3.9342 -1.7955
O -3.5560 -8.0299 1.3371
C -2.5104 -7.4948 1.3208
O -2.3944 -6.1388 1.6361
C -0.9488 -5.8542 1.6506
C -0.1681 -7.1854 1.8944
C -1.0652 -8.0896 1.0536
H -0.7649 -5.1228 2.4150
H -0.7947 -5.4228 0.6594
H -0.0958 -7.3900 2.9486
H 0.8948 -7.1241 1.4942
H -1.1826 -9.1289 1.2889
H -0.8468 -7.9118 0.0141
O 4.4266 4.2630 -0.9375
C 4.8704 3.8805 0.1182
O 4.9748 2.5925 0.4502
C 5.4763 2.4904 1.8201
C 6.1678 3.7610 2.1454
C 5.3684 4.7352 1.2438
H 5.9755 1.5381 1.8154
H 4.5819 2.3937 2.4163
H 7.2236 3.7351 1.9503
H 6.0696 3.9617 3.2035
H 5.9036 5.6148 0.9441
H 4.4471 5.1052 1.7416
O -2.1563 0.9234 -7.4537
C -0.9613 0.9750 -7.6746
O -0.2858 2.1466 -7.6960
C 1.0660 1.8903 -8.1570
C 0.8788 0.5643 -8.9300
C 0.0424 -0.1878 -7.9500
H 1.7299 1.7468 -7.2871
H 1.3380 2.6532 -8.8263
H 1.8157 0.1439 -9.2869
H 0.2799 0.7971 -9.7975
H 0.5783 -0.3003 -7.0223
H -0.3550 -1.1577 -8.2754
O -1.4243 2.2895 6.5865
C -2.4832 2.6781 7.0111
O -3.5427 1.8673 7.0479
C -4.7088 2.6341 7.3203
C -4.1758 3.8362 8.1183
C -2.8624 4.0853 7.4478
H -5.4163 1.9650 7.8341
H -5.0971 2.8972 6.3160
H -4.0635 3.4655 9.1276
H -4.7141 4.7734 8.0938
H -2.1233 4.4729 8.1052
H -2.9728 4.6922 6.5510
O 2.2899 -2.5580 5.2565
C 2.4666 -3.2705 4.2794
O 1.8622 -3.0822 3.0685
C 2.1177 -4.2538 2.2146
C 3.3744 -4.9693 2.7892
C 3.4999 -4.4186 4.1822
H 2.3271 -3.9298 1.2250
H 1.2551 -4.9422 2.2679
H 4.2566 -4.7793 2.1362
H 3.2367 -6.0358 2.7111
H 4.4562 -3.9698 4.3381
H 3.3228 -5.0975 4.9588
O -0.2703 7.3063 3.2038
C 0.2267 6.8798 2.1653
O -0.1012 5.7092 1.5874
C 0.8125 5.4368 0.5030
C 1.3527 6.8515 0.1293
C 1.3198 7.5876 1.4128
H 0.2714 4.8872 -0.3213
H 1.6449 4.8429 0.9333
H 0.7334 7.3498 -0.6887
H 2.3568 6.7427 -0.2199
H 1.1314 8.6842 1.3028
H 2.1994 7.3555 1.9932
O -0.6840 3.7889 -2.4001
C -1.1875 4.1052 -3.4560
O -2.4438 4.6533 -3.4439
C -2.8002 5.1039 -4.7628
C -1.9031 4.3479 -5.7237
C -0.7340 4.0514 -4.8551
H -2.7315 6.1903 -4.8509
H -3.8506 4.8679 -4.9765
H -1.5230 4.9611 -6.5120
H -2.4303 3.4714 -6.0243
H 0.0432 4.7779 -5.0751
H -0.3584 3.0231 -5.0098
O 0.6928 -5.5815 4.9215
C -0.5127 -5.5555 5.1444
O -1.2542 -6.6550 5.2834
C -2.5920 -6.3008 5.7541
C -2.4959 -4.8051 6.2106
C -1.3798 -4.3978 5.2714
H -2.8690 -7.0129 6.5586
H -3.2863 -6.4303 4.9127
H -2.1664 -4.7861 7.2418
H -3.5414 -4.4680 6.1692
H -0.8428 -3.4414 5.5640
H -1.7868 -4.2307 4.2501
O 1.9767 -2.3404 -7.1140
C 3.1269 -2.0504 -6.8699
O 3.7229 -2.3594 -5.7342
C 5.1341 -1.8970 -5.7610
C 5.4911 -1.7969 -7.2109
C 4.1065 -1.3511 -7.7633
H 5.7447 -2.6581 -5.2770
H 5.0533 -0.9641 -5.2505
H 5.8358 -2.7592 -7.5530
H 6.2401 -1.0435 -7.3379
H 4.0050 -1.5939 -8.8190
H 4.1144 -0.2870 -7.5954
C 3.0354 -0.2097 0.2694
N 3.0888 -1.5526 -0.4430
O 2.2633 -1.8401 -1.3501
O 4.0834 -2.2357 -0.2357
H 1.9469 -0.0366 0.3667
H 3.4214 0.5483 -0.4216
H 3.3886 -0.2673 1.3038
C -4.4542 2.2176 -1.8166
N -4.9868 0.9652 -2.4244
O -4.3894 -0.0390 -2.0948
O -5.9156 1.0146 -3.1491
H -5.2057 2.9229 -1.6433
H -3.6350 2.5663 -2.3436
H -4.1301 1.8419 -0.8524
C 2.9801 -4.9397 -1.7073
N 3.3368 -5.8494 -0.5956
O 4.4975 -5.9746 -0.2787
O 2.4082 -6.4150 -0.0420
H 3.1333 -5.5771 -2.5672
H 3.5943 -4.0740 -1.5826
H 1.9268 -4.7817 -1.6203
C -3.0447 5.7920 2.7117
N -3.8970 4.6931 3.1021
O -4.0480 4.4200 4.3089
O -4.2730 3.9575 2.2226
H -2.5115 6.2461 3.5971
H -3.5374 6.6433 2.1816
H -2.4126 5.3520 1.9124
C -3.1167 -0.5106 -4.8776
N -2.0594 0.5401 -4.5036
O -2.3845 1.6833 -4.2196
O -0.8494 0.2434 -4.5127
H -2.6433 -1.5057 -4.6262
H -3.1745 -0.2585 -5.8846
H -4.0503 -0.1628 -4.3852
C 2.5451 1.9897 -3.5219
N 3.3573 1.0157 -4.2867
O 4.0562 0.3107 -3.6455
O 3.2133 0.9551 -5.5156
H 1.5135 1.5387 -3.4421
H 2.5263 2.9679 -3.9742
H 2.9847 1.9402 -2.5191
C -0.4032 -4.5469 -3.3802
N -0.8860 -5.3253 -2.1859
O -2.0962 -5.3734 -2.0236
O -0.0565 -5.7587 -1.4207
H -0.1225 -5.3097 -4.0922
H 0.4673 -3.9983 -3.0156
H -1.1576 -3.8919 -3.6759
C 1.3599 0.0632 5.4644
N 1.5852 0.0076 3.9892
O 0.6985 -0.2464 3.2335
O 2.7632 0.1905 3.6924
H 1.5458 -0.9280 5.8125
H 0.3492 0.3100 5.6947
H 2.1555 0.7262 5.8691
C -1.0173 1.1256 -0.8411
N -0.6873 1.5849 0.5567
O -1.6017 1.8124 1.3280
O 0.4620 1.7238 0.8812
H -1.1777 1.9668 -1.5285
H -1.8154 0.4125 -0.6784
H -0.1135 0.6106 -1.2508
C -3.0914 1.4494 3.9505
N -4.4868 1.0018 3.5703
O -5.3548 0.9840 4.3891
O -4.6227 0.6054 2.3665
H -2.6631 0.6130 4.6249
H -2.9462 2.4028 4.3948
H -2.5393 1.3944 3.0075
C 1.0881 3.2075 3.8984
N 2.4715 3.6045 4.2281
O 2.9126 4.4258 3.4599
O 3.0533 3.0955 5.1813
H 1.2028 2.6007 2.9820
H 0.4996 4.0953 3.7279
H 0.7092 2.6506 4.7625

Forces on atoms 1 to 6 (eV/Å):
-1.18 -0.15 1.18
-0.12 -0.51 0.10
0.54 0.31 -0.54
0.17 0.34 -0.66
1.44 -1.05 0.16
-0.63 0.34 -0.43

***

Entry 2:
A 2-piece molecular cluster, C6H12O overall at a distorted geometry, computed with ωB97M-V/def2-TZVPD.

Values from the calculation:
Calculated total energy = -310.9184 a.u.
HOMO-LUMO gap = 9.2 eV
HOMO energy = -8.61 eV
Energy relative to the best compared isomer or geometry (same formula, charge and spin) = 369.81 kJ/mol
Multiplicity = 1

Positions of all 19 atoms, in Å:
C -1.2952 -1.4089 -1.2761
C -0.6379 -0.2039 -0.8264
C 0.5409 -0.1268 -0.1558
C 1.3112 -1.3287 0.1408
O 1.0564 -2.4630 -0.2420
C 1.0882 1.2274 0.2014
C 0.1431 2.0678 1.0638
H -0.5032 -0.9330 -2.0961
H -2.3524 -1.3742 -1.5661
H -0.9381 -2.3788 -0.9339
H -1.1646 0.6968 -1.1335
H 2.2222 -1.1564 0.7528
H 1.3167 1.7720 -0.7228
H 2.0423 1.0961 0.7242
H 0.5694 3.0575 1.2564
H -0.8253 2.2165 0.5699
H -0.0531 1.5797 2.0249
H -0.9758 -0.9690 1.2445
H -1.5448 -1.3711 0.9740

Forces on atoms 1 to 6 (eV/Å):
0.96 0.31 -1.52
-0.08 0.47 1.15
0.09 0.13 -0.28
-0.03 -0.06 -0.05
0.14 0.40 0.22
0.20 0.19 -0.02

***

Entry 3:
A 2-piece molecular cluster, C5H14N2O overall at a distorted geometry, computed with ωB97M-V/def2-TZVPD.

Values from the calculation:
Calculated total energy = -383.3310 a.u.
HOMO-LUMO gap (spin up / spin down) = 9.2 / 6.1 eV
HOMO energy (spin up / spin down) = -13.28 / -13.29 eV
Energy relative to the best compared isomer or geometry (same formula, charge and spin) = 117.24 kJ/mol
Total charge = +1
Multiplicity = 2

Positions of all 22 atoms, in Å:
C 2.6522 1.4824 -0.2250
C 1.2195 1.0137 -0.4620
C 1.0144 -0.5040 0.1042
C -0.0081 -1.1565 -0.7138
C -1.1301 -1.7092 -0.0959
N -2.1859 -2.1977 -0.7117
N 0.2618 1.8737 0.1578
H 3.4102 0.8990 -0.7469
H 2.8664 1.4430 0.8407
H 2.7132 2.5036 -0.5918
H 1.1253 0.9186 -1.5463
H 1.9984 -0.9718 0.1062
H 0.6204 -0.2465 1.0810
H 0.4170 -1.5164 -1.6508
H -1.1487 -1.7031 0.9831
H -2.5200 -1.8007 -1.5848
H -2.9813 -2.4701 -0.1302
H -0.5284 2.0616 -0.4506
H 0.6402 2.7743 0.4282
H -2.3452 -0.8047 2.0096
H -3.0485 0.2489 1.1590
O -3.0429 -0.1380 2.0400

Forces on atoms 1 to 6 (eV/Å):
-0.31 -0.12 0.33
1.01 -0.72 -0.79
-0.88 1.70 0.01
2.06 -1.13 0.85
-0.03 0.58 -0.59
-1.40 0.50 0.44

***

Entry 4:
C16H20ClN5 as an isolated structure at a distorted geometry, computed with ωB97M-V/def2-TZVPD.

Values from the calculation:
Calculated total energy = -1355.1964 a.u.
HOMO-LUMO gap = 8.6 eV
HOMO energy = -7.99 eV
Multiplicity = 1

Positions of all 42 atoms, in Å:
C 0.4492 -2.1410 3.4922
C -0.2997 -2.7733 2.2925
C -0.8002 -4.0180 2.3810
C -1.5986 -4.4771 1.2011
C -1.7761 -3.8110 -0.1287
C -1.2055 -2.3621 -0.0813
C -0.5900 -1.7609 1.0686
N 0.2141 -0.6390 0.8012
C 1.4787 -0.4627 0.1319
H 2.1900 -1.0429 0.7481
C 1.9454 1.1266 0.1807
N 0.7103 1.8781 -0.1314
C 0.2295 2.3999 -1.3035
N 1.3247 2.4324 -2.0685
C 1.0879 3.0296 -3.3686
N -0.0720 4.0030 -3.4683
C -1.0439 3.9512 -2.5385
C -0.8672 3.4004 -1.3081
H -1.4049 3.3882 -0.5202
Cl -2.2143 5.1281 -2.7593
N 1.9797 2.9268 -4.3556
H 2.8436 2.6864 -3.9633
H 1.9575 3.6173 -4.9618
C -0.4216 1.8779 1.1505
H -1.1412 1.5863 0.4765
H -0.3235 2.5393 1.7344
C -0.3074 0.3945 1.7826
H 0.8339 0.6022 2.6204
H -1.1200 0.3043 2.4298
H 2.3441 1.2119 -0.6757
H 2.4130 1.3406 1.0428
H 1.3587 -0.9409 -0.8975
C -1.2265 -1.6325 -1.2774
H -1.2794 -0.5802 -1.1976
H -2.2770 -1.8158 -1.8268
H -0.3080 -1.8698 -1.9145
H -2.1403 -4.1834 -0.9229
H -2.1281 -5.2475 1.4783
H -0.7700 -4.4355 3.2099
H 1.4656 -1.4467 3.1432
H 0.6360 -2.9792 4.1719
H -0.1461 -1.2055 4.1320

Forces on atoms 1 to 6 (eV/Å):
0.55 3.54 -0.08
0.34 5.35 -1.15
-2.21 4.74 -10.60
2.60 5.25 -2.64
5.58 5.07 11.93
-0.16 -3.75 3.72

***

Entry 5:
C9H11O18Zn as an isolated structure at a distorted geometry, computed with ωB97M-V/def2-TZVPD.

Values from the calculation:
Calculated total energy = -3483.3012 a.u.
HOMO-LUMO gap = 4.4 eV
HOMO energy = 0.94 eV
Energy relative to the best compared isomer or geometry (same formula, charge and spin) = 159.66 kJ/mol
Total charge = -3
Multiplicity = 1

Positions of all 39 atoms, in Å:
Zn 0.6468 0.4551 1.0362
O 3.7687 -0.7792 -1.5775
C 3.3196 -0.1342 -0.4571
O 4.0293 0.8355 -0.1264
O 2.2763 -0.5175 0.1453
H 4.5831 -0.2442 -1.6228
O 0.6535 -3.5521 2.2720
C 0.5378 -2.3835 2.9556
O 0.4905 -1.2665 2.3289
O 0.4803 -2.3741 4.1996
H 0.7733 -3.1090 1.4067
O -2.2812 3.0390 2.5485
C -1.5989 1.8817 2.8625
O -1.1136 1.2224 1.8908
O -1.2802 1.5690 4.0301
H -1.9424 2.9981 1.6309
O 0.0863 3.8636 -1.3474
C 1.0530 3.1121 -0.7514
O 0.6999 1.8882 -0.5749
O 2.1981 3.5306 -0.5804
H -0.5991 3.1820 -1.4188
O 2.3109 2.2249 4.3743
C 2.6023 2.1101 3.0450
O 3.5582 2.7436 2.5523
O 1.8138 1.3184 2.4528
H 3.0149 2.8940 4.5066
C -2.1632 -2.9722 -3.9981
C -2.2083 -1.6319 -3.2740
C -3.3699 -1.5910 -2.2597
O -2.7916 -1.0100 -1.1016
C -1.4633 -0.9642 -1.2531
O -0.7031 -0.6571 -0.4004
O -1.0898 -1.5872 -2.4010
H -2.4981 -3.7510 -3.3196
H -1.1239 -3.0839 -4.3115
H -2.7110 -2.9112 -4.9407
H -2.1598 -0.7603 -3.9300
H -3.6397 -2.5580 -1.8304
H -4.1594 -1.0297 -2.7612

Forces on atoms 1 to 6 (eV/Å):
1.27 0.53 1.13
0.37 -0.90 -0.74
-0.97 2.49 2.75
0.32 -0.73 -0.47
0.22 -1.11 -1.46
-0.12 -0.27 -0.50

***

- Number 1 is which compound?
  C51H93N11O42